1.
This record from OMol25 describes an isolated molecule of C2H5N3S2. The level of theory is ωB97M-V with the def2-TZVPD basis set.

Calculated values
- Relative energy (zero: lowest compared OMol25 entry of this formula, charge and spin): 30.5 kcal/mol
- Orbital gap: 0.330 hartree
- LUMO level: 0.0066 Ha
- SMILES string: [H]/N=C(/NS)NC=S
- E_HOMO: -8.80 eV
- 2S+1: 1

XYZ file:
```
12
Properties=species:S:1:pos:R:3:forces:R:3:lowdin_charge:R:1
H -1.983197 -0.908053 0.736011 0.30 -0.03 -0.05 -0.0300
N -1.104180 -1.409107 0.595514 0.03 0.42 -0.14 0.1384
C -0.170562 -0.656895 0.187036 -0.15 -0.35 0.18 -0.5591
N 1.107459 -1.235541 0.040851 0.12 0.07 -0.25 -0.3797
S 2.290156 -0.675249 -1.044141 0.10 0.07 0.49 0.7562
N -0.194020 0.715600 -0.104474 0.76 0.59 -0.49 -0.0063
C -1.230653 1.594775 -0.028314 0.01 -0.67 0.23 -0.6869
S -2.762836 1.374532 0.480628 0.19 -0.02 -0.07 0.6637
H 1.054471 -2.243840 0.143169 -0.03 0.25 0.01 0.0821
H 3.211482 -0.225599 -0.140216 -0.38 -0.16 -0.29 -0.1258
H 0.685464 1.105269 -0.507581 -1.00 -0.64 0.53 0.0934
H -0.903584 2.564107 -0.358482 0.05 0.46 -0.15 0.0540
```
Positions in Å, forces in eV/Å.


2.
This record from OMol25 describes an isolated molecule of C2H5N3S3. The level of theory is ωB97M-V with the def2-TZVPD basis set.

Calculated values
- Relative energy (zero: lowest compared OMol25 entry of this formula, charge and spin): 67.2 kcal/mol
- Orbital gap: 0.317 hartree
- LUMO level: 0.0026 Ha
- SMILES string: NC(=S)/C(=N\S)NS
- E_HOMO: -8.55 eV
- 2S+1: 1

XYZ file:
```
13
Properties=species:S:1:pos:R:3:forces:R:3:lowdin_charge:R:1
N -0.962567 -0.754925 0.906728 -1.31 -2.65 2.18 0.0474
C 0.352670 -0.456225 0.739757 0.36 1.93 -1.78 -0.9212
S 1.726779 -0.847930 1.637044 -2.15 0.05 -1.02 0.6021
C 0.472908 0.322851 -0.653405 -0.33 -0.33 1.41 -0.5953
N 0.320595 -0.339796 -1.700723 -0.10 -1.67 -0.92 -0.3411
S 0.086270 -2.040901 -1.836638 0.23 -0.36 1.20 0.6461
N 0.601433 1.721009 -0.756052 -0.37 -0.93 0.22 -0.4101
S 0.631064 2.505041 0.742155 -2.61 1.27 0.14 0.6806
H -1.913427 -0.640485 0.421028 2.90 0.55 0.01 0.1641
H -1.095488 -1.549561 1.587357 0.29 1.40 -0.62 0.1196
H 0.217459 -2.718747 -0.530590 -0.03 1.51 -1.74 -0.0892
H 0.436761 2.088746 -1.740369 0.29 -0.25 2.10 0.1373
H -0.874458 2.710922 1.183708 2.82 -0.53 -1.19 -0.0404
```
Positions in Å, forces in eV/Å.


3.
This record from OMol25 describes a structure of composition C2H5N4. The level of theory is ωB97M-V with the def2-TZVPD basis set.

Calculated values
- Relative energy (zero: lowest compared OMol25 entry of this formula, charge and spin): 104.8 kcal/mol
- Orbital gap: 0.368 hartree
- LUMO level: -0.1477 Ha
- E_HOMO: -14.02 eV
- 2S+1: 1
- Charge: +1

XYZ file:
```
11
Properties=species:S:1:pos:R:3:forces:R:3:lowdin_charge:R:1
C 2.739206 -0.805141 -0.087080 1.28 -0.35 -0.83 0.2917
C 0.921182 0.866279 0.061204 -0.63 1.47 -0.64 -0.0760
N -3.340762 -0.803539 -0.336469 -3.70 -3.10 -0.80 0.1963
N -2.377750 -0.237908 -0.041482 2.01 2.80 0.85 -0.2108
N 1.984791 0.044183 -0.177353 0.75 -2.46 0.51 0.0400
N -1.574483 0.560516 0.067732 -2.14 -0.48 0.39 0.2126
H 3.577013 -1.524288 -0.137488 -0.89 0.64 0.16 0.1525
H 1.113769 1.209570 1.058641 -0.36 0.44 0.73 0.1112
H -0.275944 0.493235 -0.047213 3.18 0.03 0.01 0.0169
H -3.823780 -1.507013 0.257412 0.83 0.70 -0.32 0.1511
H 1.056756 1.704107 -0.617900 -0.34 0.32 -0.06 0.1144
```
Positions in Å, forces in eV/Å.


Please write out number 3 again, unchanged.
This record from OMol25 describes a structure of composition C2H5N4. The level of theory is ωB97M-V with the def2-TZVPD basis set.

Calculated values
- Relative energy (zero: lowest compared OMol25 entry of this formula, charge and spin): 104.8 kcal/mol
- Orbital gap: 0.368 hartree
- LUMO level: -0.1477 Ha
- E_HOMO: -14.02 eV
- 2S+1: 1
- Charge: +1

XYZ file:
```
11
Properties=species:S:1:pos:R:3:forces:R:3:lowdin_charge:R:1
C 2.739206 -0.805141 -0.087080 1.28 -0.35 -0.83 0.2917
C 0.921182 0.866279 0.061204 -0.63 1.47 -0.64 -0.0760
N -3.340762 -0.803539 -0.336469 -3.70 -3.10 -0.80 0.1963
N -2.377750 -0.237908 -0.041482 2.01 2.80 0.85 -0.2108
N 1.984791 0.044183 -0.177353 0.75 -2.46 0.51 0.0400
N -1.574483 0.560516 0.067732 -2.14 -0.48 0.39 0.2126
H 3.577013 -1.524288 -0.137488 -0.89 0.64 0.16 0.1525
H 1.113769 1.209570 1.058641 -0.36 0.44 0.73 0.1112
H -0.275944 0.493235 -0.047213 3.18 0.03 0.01 0.0169
H -3.823780 -1.507013 0.257412 0.83 0.70 -0.32 0.1511
H 1.056756 1.704107 -0.617900 -0.34 0.32 -0.06 0.1144
```
Positions in Å, forces in eV/Å.


Repeat the second record exactly.
This record from OMol25 describes an isolated molecule of C2H5N3S3. The level of theory is ωB97M-V with the def2-TZVPD basis set.

Calculated values
- Relative energy (zero: lowest compared OMol25 entry of this formula, charge and spin): 67.2 kcal/mol
- Orbital gap: 0.317 hartree
- LUMO level: 0.0026 Ha
- SMILES string: NC(=S)/C(=N\S)NS
- E_HOMO: -8.55 eV
- 2S+1: 1

XYZ file:
```
13
Properties=species:S:1:pos:R:3:forces:R:3:lowdin_charge:R:1
N -0.962567 -0.754925 0.906728 -1.31 -2.65 2.18 0.0474
C 0.352670 -0.456225 0.739757 0.36 1.93 -1.78 -0.9212
S 1.726779 -0.847930 1.637044 -2.15 0.05 -1.02 0.6021
C 0.472908 0.322851 -0.653405 -0.33 -0.33 1.41 -0.5953
N 0.320595 -0.339796 -1.700723 -0.10 -1.67 -0.92 -0.3411
S 0.086270 -2.040901 -1.836638 0.23 -0.36 1.20 0.6461
N 0.601433 1.721009 -0.756052 -0.37 -0.93 0.22 -0.4101
S 0.631064 2.505041 0.742155 -2.61 1.27 0.14 0.6806
H -1.913427 -0.640485 0.421028 2.90 0.55 0.01 0.1641
H -1.095488 -1.549561 1.587357 0.29 1.40 -0.62 0.1196
H 0.217459 -2.718747 -0.530590 -0.03 1.51 -1.74 -0.0892
H 0.436761 2.088746 -1.740369 0.29 -0.25 2.10 0.1373
H -0.874458 2.710922 1.183708 2.82 -0.53 -1.19 -0.0404
```
Positions in Å, forces in eV/Å.


Which formula does entry 2 have?
C2H5N3S3